1.
This record from the Open Molecules 2025 dataset describes a structure of composition C5H20FN10O5Zn at a distorted geometry. The level of theory is ωB97M-V with the def2-TZVPD basis set.

XYZ file:
```
42
C5H20FN10O5Zn, DFT ωB97M-V with the def2-TZVPD basis set
Zn 0.12 -0.31 -0.45
F 1.21 -0.83 -1.98
O -1.84 -0.68 -1.48
O 0.44 1.74 -1.10
O -0.90 0.30 1.06
O -0.10 -2.20 0.30
O 1.75 0.13 0.75
N -2.10 0.57 2.99
N -3.04 0.55 1.09
N -3.41 -1.04 -3.04
N -0.18 -4.10 1.15
N 2.02 2.07 -2.57
N 2.96 0.51 2.45
N 1.50 3.69 -1.18
N -1.35 -0.88 -3.55
N 1.68 2.07 1.92
N 1.65 -3.00 1.48
C -2.22 -0.77 -2.66
C 2.01 0.83 1.73
C -1.93 0.47 1.65
C 0.44 -3.04 0.95
C 1.23 2.47 -1.63
H -3.65 -1.19 -4.01
H 2.33 4.22 -1.42
H 0.81 3.99 -0.50
H 2.61 2.80 -2.96
H 1.91 2.46 2.83
H 0.19 -4.66 1.91
H -1.60 -0.97 -4.53
H 2.38 -2.54 0.95
H 2.92 0.76 3.43
H -1.27 0.66 3.56
H -3.07 0.12 0.18
H -1.13 -4.21 0.83
H -3.85 0.95 1.53
H -4.09 -1.07 -2.30
H -0.46 -1.18 -3.17
H 1.44 2.63 1.12
H 1.88 1.12 -2.87
H 1.95 -3.53 2.28
H -2.98 0.90 3.35
H 3.75 0.16 1.93
```

Values from the calculation:
E_HOMO: -12.2 eV
Strongest force on any atom: 0.188 Eh/bohr
Kohn-Sham gap: 10.208 eV
Net charge: +1


2.
This record from the Open Molecules 2025 dataset describes a structure of composition C5H20FNO9V at a distorted geometry. The level of theory is ωB97M-V with the def2-TZVPD basis set.

XYZ file:
```
37
C5H20FNO9V, DFT ωB97M-V with the def2-TZVPD basis set
V 29.68 36.20 -18.65
F 27.66 36.07 -18.23
O 31.08 32.15 -19.76
O 30.03 37.27 -16.77
O 33.58 36.27 -20.38
O 29.93 34.72 -18.16
O 33.51 35.10 -18.55
O 29.54 38.24 -19.44
O 31.86 36.43 -19.06
O 29.72 35.25 -20.68
O 29.20 33.89 -14.66
N 33.02 35.91 -19.33
C 29.65 38.58 -16.40
C 28.23 38.87 -19.65
C 31.73 32.14 -18.48
C 28.70 34.33 -21.16
C 27.98 34.53 -14.97
H 32.78 31.88 -18.62
H 30.16 38.95 -19.24
H 29.18 33.36 -21.29
H 31.38 31.38 -20.25
H 31.33 31.36 -17.83
H 28.94 38.56 -15.57
H 30.31 35.29 -21.44
H 27.63 38.92 -18.75
H 28.19 34.67 -22.05
H 27.97 35.59 -14.73
H 29.30 33.83 -13.70
H 27.95 34.26 -20.37
H 27.86 34.43 -16.05
H 28.32 39.77 -20.25
H 31.56 33.12 -18.06
H 27.77 38.13 -20.30
H 27.09 34.05 -14.55
H 30.69 36.92 -16.16
H 29.26 39.15 -17.23
H 30.47 39.16 -15.97
```

Values from the calculation:
E_HOMO (alpha / beta): -8.8 / -8.9 eV
Strongest force on any atom: 0.089 Eh/bohr
Kohn-Sham gap (alpha / beta): 8.592 / 8.890 eV
Net charge: 0
Multiplicity: 2


3.
This record from the Open Molecules 2025 dataset describes a cluster of 6 separate species, C5H20FO5 in total at a distorted geometry. The level of theory is ωB97M-V with the def2-TZVPD basis set.

XYZ file:
```
31
C5H20FO5, DFT ωB97M-V with the def2-TZVPD basis set
F -0.33 -0.05 1.90
O -2.09 -2.73 -0.29
O 4.09 0.95 1.13
O 0.44 1.69 -1.55
O 2.22 -3.68 1.01
O -3.31 2.69 1.96
C -0.47 2.47 -2.23
C 2.93 -4.28 -0.06
C -3.26 -2.33 -0.96
C -4.48 2.49 1.25
C 5.20 1.81 1.05
H -4.14 -2.32 -0.31
H 1.47 -3.26 0.58
H 0.01 3.19 -2.89
H 5.14 2.71 1.66
H -3.11 -1.32 -1.33
H -0.09 1.27 -0.88
H 2.27 -4.95 -0.61
H -1.13 1.83 -2.82
H -1.74 -2.07 0.31
H -4.40 3.05 0.32
H -5.31 2.92 1.80
H 6.10 1.31 1.43
H 5.32 2.14 0.02
H -4.77 1.44 1.12
H -1.01 3.09 -1.51
H 3.81 -4.85 0.24
H -2.68 1.98 1.82
H -3.43 -2.89 -1.88
H 3.29 -3.55 -0.78
H 3.46 1.27 0.48
```

Values from the calculation:
E_HOMO: -4.2 eV
Strongest force on any atom: 0.030 Eh/bohr
Kohn-Sham gap: 7.269 eV
Net charge: -1


Here are the calculated energy relative to the best compared isomer or geometry (same formula, charge and spin) numbers, same order: 402.3, 0.0, 0.0 (kJ/mol).